Model a:
Density functional theory data (ωB97M-V with the def2-TZVPD basis set) for 3 unconnected molecules or ions with the total composition CH2N2O3S.

```
! wB97M-V def2-TZVPD RIJCOSX def2/J DEFGRID3
* xyz -2 1
C 2.338 0.595 -0.084
N 1.379 0.079 -0.763
N -1.282 0.172 0.951
O 2.778 1.535 0.573
O 2.670 -0.771 -0.319
O -1.962 -2.020 0.234
S -1.494 -0.723 -0.267
H -1.171 1.157 0.669
H -3.257 -0.024 -0.994
*
```

Results
**Kohn-Sham gap**: 6.01 eV
**E_HOMO**: 0.70 eV
**M**: 122.105 g/mol


Model b:
Density functional theory data (ωB97M-V with the def2-TZVPD basis set) for 2 unconnected molecules or ions with the total composition CH2N2O3S.

```
! wB97M-V def2-TZVPD RIJCOSX def2/J DEFGRID3
* xyz -2 1
C 4.886 1.149 -0.020
N 4.907 -0.294 0.295
N -1.292 0.205 -0.090
O 5.039 1.394 -1.211
O 4.898 1.883 1.016
O 4.523 -2.748 0.166
S 3.894 -1.442 -0.101
H -0.204 0.480 -0.172
H -1.372 -0.807 0.267
*
```

Results
**Kohn-Sham gap**: 4.30 eV
**E_HOMO**: 1.38 eV
**M**: 122.105 g/mol


Winner for stability: model b


Model a:
Density functional theory data (ωB97M-V with the def2-TZVPD basis set) for C4H7NO2 in the gas phase.

```
! wB97M-V def2-TZVPD RIJCOSX def2/J DEFGRID3
* xyz 0 1
O -1.145 -0.344 1.517
C -1.052 0.126 0.164
C -0.131 1.346 0.225
O 1.209 0.958 0.585
C 1.699 -0.103 -0.048
N 0.930 -0.893 -0.752
C -0.487 -0.884 -0.735
H -1.262 -1.301 1.434
H -2.039 0.439 -0.197
H -0.095 1.834 -0.754
H -0.437 2.056 0.992
H 2.764 -0.254 0.095
H -0.886 -1.086 -1.722
H 0.928 -1.910 -0.745
*
```

Results
**Kohn-Sham gap**: 7.61 eV
**E_HOMO**: -6.77 eV
**M**: 101.105 g/mol


Model b:
Density functional theory data (ωB97M-V with the def2-TZVPD basis set) for a molecular structure, C4H7NO2.

```
! wB97M-V def2-TZVPD RIJCOSX def2/J DEFGRID3
* xyz 0 1
C 0.386 -0.872 0.123
C -0.603 -0.129 0.973
N -1.406 -0.552 1.851
O -0.616 1.195 0.669
C 0.196 1.549 -0.434
C 0.445 0.353 -1.362
O -0.490 -0.038 -2.195
H 0.185 -1.951 0.063
H -0.116 -0.817 -1.148
H 1.426 -0.739 0.431
H -1.295 -1.556 1.974
H -0.349 2.292 -1.022
H 1.145 1.975 -0.083
H 1.502 0.256 -1.673
*
```

Results
**Kohn-Sham gap**: 10.13 eV
**E_HOMO**: -9.55 eV
**M**: 101.105 g/mol


Model c:
Density functional theory data (ωB97M-V with the def2-TZVPD basis set) for 2 unconnected molecules or ions with the total composition C4H7NO2.

```
! wB97M-V def2-TZVPD RIJCOSX def2/J DEFGRID3
* xyz 0 1
C -1.274 -1.364 -0.213
C -0.489 -0.146 -0.362
C 0.051 0.723 -1.138
N -0.406 1.075 0.346
O -1.791 1.467 0.544
H -2.324 -1.067 -0.132
H -1.133 -1.971 -1.109
H -0.973 -1.910 0.679
H 0.146 0.899 -2.201
H -1.728 2.098 1.276
C 2.482 0.058 0.581
O 2.223 -1.118 0.659
H 3.395 0.420 0.066
H 1.822 0.837 1.004
*
```

Results
**Kohn-Sham gap**: 9.88 eV
**E_HOMO**: -8.89 eV
**M**: 101.105 g/mol
**SMILES**: CC1=CN1O.C=O


Model d:
Density functional theory data (ωB97M-V with the def2-TZVPD basis set) for a molecular structure, C4H7NO2.

```
! wB97M-V def2-TZVPD RIJCOSX def2/J DEFGRID3
* xyz 0 1
C 1.118 -1.288 -0.108
C 0.403 -0.008 -0.573
C 0.838 1.275 0.311
O 0.193 0.164 -1.826
C -0.918 0.278 0.254
O -0.510 1.303 0.948
N -2.188 -0.043 0.176
H 2.123 -1.313 -0.546
H 1.202 -1.359 0.987
H 0.566 -2.154 -0.489
H 0.940 2.162 -0.312
H 1.602 1.205 1.089
H -2.913 0.559 0.546
H -2.456 -0.782 -0.456
*
```

Results
**Kohn-Sham gap**: 8.41 eV
**E_HOMO**: -7.88 eV
**M**: 101.105 g/mol


Winner for stability: model d


Model a:
Density functional theory data (ωB97M-V with the def2-TZVPD basis set) for a molecular structure, C4H7NO2.

```
! wB97M-V def2-TZVPD RIJCOSX def2/J DEFGRID3
* xyz 0 1
O 2.557 -0.699 0.330
C 0.951 0.185 0.406
C -0.107 1.431 0.038
N -1.314 0.859 -0.558
C -1.324 -0.573 -0.278
C 0.106 -0.978 0.030
O 0.554 -2.090 -0.131
H 2.418 -1.692 0.386
H 1.339 0.380 1.374
H -0.417 1.846 1.023
H 0.221 2.292 -0.545
H -1.333 1.012 -1.560
H -1.712 -1.154 -1.118
H -1.936 -0.819 0.604
*
```

Results
**Kohn-Sham gap**: 8.74 eV
**E_HOMO**: -9.36 eV
**M**: 101.105 g/mol


Model b:
Density functional theory data (ωB97M-V with the def2-TZVPD basis set) for C4H7NO2 in the gas phase.

```
! wB97M-V def2-TZVPD RIJCOSX def2/J DEFGRID3
* xyz 0 1
N 0.335 -1.730 -0.456
C 0.447 -0.367 0.180
C 0.179 -0.534 1.654
O 0.920 -0.177 2.531
C -0.732 0.412 -0.424
C -0.338 1.794 -0.910
O 0.736 2.281 -0.648
H 0.864 -1.685 -1.328
H 0.956 -2.354 0.062
H 1.350 0.130 -0.134
H -0.892 -0.658 1.921
H -1.115 -0.148 -1.282
H -1.619 0.569 0.193
H -1.091 2.466 -1.359
*
```

Results
**Kohn-Sham gap**: 10.69 eV
**E_HOMO**: -9.96 eV
**M**: 101.105 g/mol
**SMILES**: N[C@H](C=O)CC=O


Model c:
Density functional theory data (ωB97M-V with the def2-TZVPD basis set) for a molecular structure, C4H7NO2.

```
! wB97M-V def2-TZVPD RIJCOSX def2/J DEFGRID3
* xyz 0 1
C -1.762 -0.931 -0.008
C -0.310 -0.604 0.149
C 0.009 0.849 0.537
N 1.403 1.017 0.725
C 2.319 0.199 0.668
O 3.341 -0.351 0.692
O 0.571 -1.419 0.054
H -2.321 -0.384 0.752
H -1.949 -2.003 0.069
H -2.107 -0.585 -0.983
H 0.456 0.607 -2.446
H -0.522 1.111 1.463
H -0.372 1.568 -0.204
H 1.087 0.736 -1.925
*
```

Results
**Kohn-Sham gap**: 10.95 eV
**E_HOMO**: -10.20 eV
**M**: 101.105 g/mol


Model d:
Density functional theory data (ωB97M-V with the def2-TZVPD basis set) for C4H7NO2 in the gas phase.

```
! wB97M-V def2-TZVPD RIJCOSX def2/J DEFGRID3
* xyz 0 1
C -1.595 -0.893 0.022
C -0.341 -0.289 -0.578
C 0.011 1.114 -0.017
N 1.321 0.868 0.528
C 1.809 -0.377 0.239
O 2.922 -0.799 0.416
O 0.799 -1.112 -0.300
H -1.620 -0.759 1.108
H -1.650 -1.962 -0.200
H -2.477 -0.406 -0.409
H -0.430 -0.254 -1.669
H -0.703 1.434 0.751
H 0.027 1.870 -0.811
H 1.927 1.567 0.921
*
```

Results
**Kohn-Sham gap**: 10.70 eV
**E_HOMO**: -9.93 eV
**M**: 101.105 g/mol
**SMILES**: C[C@H]1CNC(=O)O1


Winner for stability: model d


Model a:
Density functional theory data (ωB97M-V with the def2-TZVPD basis set) for C4H7NO2 in the gas phase.

```
! wB97M-V def2-TZVPD RIJCOSX def2/J DEFGRID3
* xyz 0 1
O -1.436 -1.476 1.323
C -0.770 -1.043 0.413
N -0.830 -1.241 -0.935
C 0.528 -0.546 -1.158
C 0.531 -0.287 0.437
C 0.484 1.125 0.744
O -0.767 1.699 0.277
H -1.654 -1.286 -1.654
H 0.674 0.414 -2.030
H 1.202 -1.375 -1.673
H 1.146 -0.945 1.053
H 0.661 1.079 1.958
H 1.385 1.693 0.304
H -1.154 2.191 0.942
*
```

Results
**Kohn-Sham gap**: 10.41 eV
**E_HOMO**: -9.57 eV
**M**: 101.105 g/mol
**SMILES**: O=C1NC[C@H]1CO


Model b:
Density functional theory data (ωB97M-V with the def2-TZVPD basis set) for 2 unconnected molecules or ions with the total composition C4H7NO2.

```
! wB97M-V def2-TZVPD RIJCOSX def2/J DEFGRID3
* xyz 0 1
H -0.788 -1.830 1.351
N -0.268 -1.042 0.961
C 0.051 -1.267 -0.247
C 0.841 -0.311 -1.097
C 1.151 1.063 -0.489
H -0.221 -2.201 -0.761
H 0.307 -0.213 -2.052
H 1.769 -0.842 -1.351
H 0.554 1.242 0.406
H 0.930 1.863 -1.201
H 2.205 1.148 -0.213
O -2.550 0.030 2.360
C -2.157 0.785 1.563
O -1.822 1.574 0.772
*
```

Results
**Kohn-Sham gap**: 11.04 eV
**E_HOMO**: -10.27 eV
**M**: 101.105 g/mol
**SMILES**: [H]/N=C/CC.O=C=O


Model c:
Density functional theory data (ωB97M-V with the def2-TZVPD basis set) for a molecular structure, C4H7NO2.

```
! wB97M-V def2-TZVPD RIJCOSX def2/J DEFGRID3
* xyz 0 1
N 1.468 -0.214 1.753
C 0.455 -0.566 0.963
O 0.438 -1.729 0.399
C -0.775 0.120 0.662
C -0.920 0.719 -0.708
C -0.195 0.283 -1.905
O -1.568 -0.033 -1.743
H 2.174 -0.892 2.000
H 1.554 0.729 2.093
H -1.190 0.747 1.450
H -0.722 -1.370 0.272
H -1.245 1.761 -0.708
H 0.487 -0.564 -1.840
H 0.037 1.008 -2.688
*
```

Results
**Kohn-Sham gap**: 8.83 eV
**E_HOMO**: -8.21 eV
**M**: 101.105 g/mol


Winner for stability: model b


Model a:
Density functional theory data (ωB97M-V with the def2-TZVPD basis set) for a gas-phase ion, C4H8N (charge +1).

```
! wB97M-V def2-TZVPD RIJCOSX def2/J DEFGRID3
* xyz 1 1
C 1.358 -1.974 -0.432
N 0.908 -0.924 0.157
C -0.133 -0.081 -0.296
C -0.522 0.903 0.500
C -1.515 1.943 0.151
H 2.060 -2.587 0.108
H 0.975 -2.192 -1.422
H 1.067 -0.943 1.166
H -0.548 -0.287 -1.270
H -0.076 0.988 1.485
H -2.359 1.864 0.842
H -1.939 1.897 -0.851
H -1.062 2.928 0.253
*
```

Results
**Kohn-Sham gap**: 9.23 eV
**E_HOMO**: -14.68 eV
**M**: 70.115 g/mol
**SMILES**: C=[NH+]/C=C/C


Model b:
Density functional theory data (ωB97M-V with the def2-TZVPD basis set) for a gas-phase ion, C4H8N (charge +1).

```
! wB97M-V def2-TZVPD RIJCOSX def2/J DEFGRID3
* xyz 1 1
C -0.157 0.991 -1.566
N -0.698 0.446 -0.565
C 0.059 -0.210 0.515
C 0.166 0.456 1.647
C 0.678 -1.515 0.109
H -0.707 1.490 -2.357
H 0.928 0.987 -1.664
H -1.716 0.391 -0.440
H -0.270 1.434 1.756
H 0.683 0.040 2.501
H 0.975 -2.049 1.002
H -0.004 -2.166 -0.438
H 1.591 -1.349 -0.457
*
```

Results
**Kohn-Sham gap**: 9.73 eV
**E_HOMO**: -15.03 eV
**M**: 70.115 g/mol
**SMILES**: C=[NH+]C(=C)C


Winner for stability: model a